No. 1
The following is a DFT calculation (wB97M-V/def2-TZVPD) of a 2-piece molecular cluster, C2H8N overall.

The geometry in XYZ format:
```
11
Properties=species:S:1:pos:R:3:forces:R:3:mulliken_spin:R:1
N 0.002671 1.709383 -0.753085 0.629 0.289 -0.197 2.60
H -0.273964 2.199315 0.135614 0.022 -0.341 0.178 -0.46
H 1.017060 1.909932 -0.935860 -0.083 0.311 -0.015 -0.44
H -0.039447 0.671038 -0.716318 -0.578 0.244 0.123 -0.20
H -0.562792 2.153779 -1.513994 0.006 -0.352 -0.149 -0.52
C 0.487054 -1.128117 0.917745 -0.033 -0.793 -0.105 0.11
C -0.550241 -1.695656 0.312627 0.169 0.173 0.413 0.05
H 1.473260 -1.400383 0.563431 0.204 0.112 0.364 -0.04
H 0.378516 -0.533905 1.815085 0.078 0.426 -0.282 -0.08
H -0.376510 -2.479710 -0.414297 -0.276 0.291 -0.302 0.00
H -1.555610 -1.405678 0.589052 -0.139 -0.360 -0.028 -0.03
```
Positions in Å, forces in eV/Å.

Output
Kohn-Sham gap (alpha / beta), eV: 5.2 / 11.6
Spin multiplicity: 2
Net charge: 0

No. 2
The following is a DFT calculation (wB97M-V/def2-TZVPD) of a 2-piece molecular cluster, C6H14Si overall in a non-equilibrium geometry.

The geometry in XYZ format:
```
21
Properties=species:S:1:pos:R:3:forces:R:3:nbo_charge:R:1
C -1.025582 -2.427139 1.672007 -0.591 -1.202 -2.122 -0.28
C -0.246868 -1.450319 1.934033 3.147 1.161 5.096 0.08
C -1.996497 -2.135082 0.634912 -2.971 1.417 -0.212 -0.63
C 0.616845 -0.848430 2.773518 0.812 0.806 -3.932 -0.45
C 1.986252 2.257431 -1.711767 2.194 -3.451 -2.283 -0.97
C -1.165402 1.591818 -2.289201 -0.379 -2.369 0.621 -1.04
Si 0.573740 0.799667 -1.642640 -1.545 1.970 1.408 0.97
H -0.704432 -3.431877 1.767059 0.283 -0.916 0.810 0.22
H -3.044813 -2.508341 0.672208 0.617 0.174 0.734 0.21
H -1.986527 -1.042291 0.621551 -0.831 0.095 -0.317 0.21
H -1.729885 -2.385625 -0.341928 1.060 -0.803 -1.612 0.21
H 1.538250 -0.447648 2.223672 -1.056 -0.549 1.133 0.21
H 0.455344 -0.761143 -1.466169 0.793 1.277 -0.857 -0.12
H 0.447122 -0.435121 3.745253 -0.461 -0.160 0.400 0.22
H 1.493439 3.091387 -1.401213 -1.672 2.079 1.411 0.22
H 2.698465 1.865926 -0.990760 -0.157 0.288 0.579 0.22
H 2.678225 2.635615 -2.501068 -0.882 -0.807 -0.254 0.22
H -0.993240 2.639188 -2.145020 -0.181 0.700 -0.232 0.22
H -1.618800 1.329772 -3.284628 0.990 0.460 0.718 0.23
H -1.993087 1.262222 -1.566613 1.314 0.460 -0.673 0.23
H 0.546316 1.217693 -0.171759 -0.485 -0.630 -0.415 -0.19
```
Positions in Å, forces in eV/Å.

Output
Kohn-Sham gap, eV: 10.2
SMILES: C[SiH2]C.C=C=CC
Net charge: 0

No. 3
The following is a DFT calculation (wB97M-V/def2-TZVPD) of a 2-piece molecular cluster, C6H17N3OSi overall in a non-equilibrium geometry.

The geometry in XYZ format:
```
28
Properties=species:S:1:pos:R:3:forces:R:3:nbo_charge:R:1
C -1.126570 -1.456729 2.095184 -0.142 3.003 0.938 -0.35
C 0.008319 -1.470339 1.408932 -0.198 0.848 -0.767 -0.67
C -3.022861 1.396294 0.162928 -0.628 -0.504 -0.247 -0.62
C 2.317933 1.985471 -0.392363 1.637 -0.600 -0.241 -0.39
C 3.032962 -0.238987 -0.061678 1.656 -0.562 0.685 -0.42
C -1.634595 1.683077 -0.352579 -0.612 2.029 1.151 -0.05
N -1.119240 -2.632454 -1.738657 -0.940 -1.708 2.270 -0.64
N -0.038217 -1.755795 -1.877508 3.332 0.555 1.222 -0.72
N 1.917557 0.667510 0.064807 0.220 -1.013 -0.553 -0.90
O -0.753650 0.887934 0.336099 1.294 -1.452 -0.177 -0.93
Si 0.439064 -0.183139 0.078404 -1.529 -1.810 -0.806 1.99
H -1.307640 -2.077291 2.933504 -0.246 -1.394 0.238 0.19
H -1.703440 -0.509196 2.220040 0.164 -0.834 -0.783 0.19
H 0.526404 -2.369864 1.540025 1.293 -1.182 -0.082 0.21
H -3.425924 0.474275 -0.295399 -0.225 0.575 0.147 0.21
H -2.916863 1.194425 1.237533 -0.095 0.146 -0.253 0.21
H -3.674344 2.287673 0.057842 0.129 -0.753 -0.235 0.21
H 3.097088 2.403256 0.336560 -1.164 -0.326 -0.826 0.19
H 2.887511 1.896101 -1.408428 -1.267 0.350 1.459 0.18
H 1.427145 2.576500 -0.428779 -0.166 0.834 -0.262 0.21
H 2.735650 -1.327482 0.265741 0.892 2.031 -0.550 0.21
H 3.457660 -0.226337 -1.116439 -0.589 -0.375 1.006 0.19
H 3.868992 0.243530 0.585812 -1.016 -1.442 -0.730 0.19
H -1.446673 2.672994 0.081538 0.201 0.418 -0.744 0.16
H -1.477588 1.714098 -1.425386 -0.163 -0.255 -0.206 0.18
H -1.124243 -3.471654 -0.979757 0.798 2.342 -1.713 0.30
H -1.798921 -2.007357 -1.329238 -0.854 -0.247 -0.264 0.34
H 0.854472 -2.356506 -1.998749 -1.784 1.326 0.326 0.33
```
Positions in Å, forces in eV/Å.

Output
Kohn-Sham gap (alpha / beta), eV: 7.5 / 7.5
Net charge: 0

No. 4
The following is a DFT calculation (wB97M-V/def2-TZVPD) of a 5-piece molecular cluster, C24H27F6NO4 overall in a non-equilibrium geometry.

The geometry in XYZ format:
```
62
Properties=species:S:1:pos:R:3:forces:R:3:nbo_charge:R:1
N -4.456228 -1.059825 2.266973 0.050 0.050 0.060 -0.50
C -4.674110 -2.397538 2.064860 0.063 0.088 0.398 -0.08
C -3.449537 -3.007055 1.989779 -0.128 -0.197 -0.051 -0.30
C -2.461651 -2.004519 2.142569 0.133 0.185 -0.120 -0.30
C -3.112839 -0.812500 2.321789 0.013 -0.023 -0.300 -0.08
H -5.163490 -0.354056 2.350834 -0.076 -0.055 0.047 0.41
H -5.662756 -2.817067 2.135827 -0.033 0.027 -0.245 0.21
H -3.288210 -4.061792 1.842799 0.024 -0.006 0.020 0.22
H -1.393882 -2.124103 2.059579 0.009 -0.059 0.100 0.22
H -2.728599 0.191041 2.397252 -0.030 -0.003 0.141 0.21
C 0.211740 1.420871 5.358640 0.128 -0.653 -0.661 -0.22
C -0.215508 1.777056 6.633478 0.218 0.303 -0.626 -0.21
C -1.051205 0.933828 7.345646 -0.152 0.132 0.106 -0.21
C -1.497422 -0.253562 6.773113 0.057 0.016 -0.205 -0.22
C -1.127185 -0.571298 5.474401 0.528 -0.261 0.041 -0.21
C -0.216334 0.229229 4.784480 -0.825 -0.051 0.383 -0.21
H 0.880458 1.995736 4.727420 0.032 0.432 0.503 0.21
H 0.084260 2.745691 7.013298 0.006 -0.115 0.263 0.21
H -1.375532 1.256378 8.327597 -0.020 -0.237 0.049 0.21
H -2.122127 -0.965398 7.297298 -0.115 0.256 0.195 0.21
H -1.494511 -1.488893 5.029612 0.009 0.067 -0.049 0.22
H 0.081974 -0.064998 3.785954 0.132 0.078 0.005 0.20
C -0.752822 0.017485 -3.021266 -0.332 0.841 0.164 -0.24
C -1.742148 0.433980 -2.142540 -0.220 0.034 0.537 -0.15
C -1.540994 0.374275 -0.765891 0.209 0.644 -0.351 -0.22
C -0.315132 -0.038667 -0.280837 0.050 -0.661 0.237 -0.23
C 0.656374 -0.512806 -1.152030 0.312 0.402 -0.040 -0.21
C 0.466700 -0.415737 -2.519869 -0.274 -0.332 -0.571 -0.22
H -0.937697 0.205056 -4.072172 0.273 -0.344 -0.100 0.21
H -2.664970 0.891289 -2.480388 0.030 -0.241 -0.278 0.20
H -2.289002 0.790060 -0.105179 -0.055 -0.189 0.083 0.21
H -0.105313 -0.034559 0.782494 -0.144 -0.056 0.018 0.21
H 1.601727 -0.876061 -0.769461 0.021 0.016 0.009 0.21
H 1.242436 -0.666296 -3.233645 0.122 -0.157 0.213 0.21
C 1.718860 1.958903 1.832523 -0.721 -0.471 -0.108 -0.63
C 2.795240 0.917054 1.658453 0.011 0.597 -0.770 -0.09
O 3.440347 0.670128 2.916547 0.122 -0.163 0.070 -0.48
C 4.762510 0.559902 2.917607 -0.029 -0.068 -0.202 0.70
O 5.505964 0.629893 1.983443 -0.115 -0.013 0.100 -0.54
C 5.307093 0.310076 4.341742 -0.102 0.242 0.221 0.90
F 5.986935 -0.834266 4.370522 0.052 -0.110 -0.039 -0.30
F 6.140441 1.303698 4.675086 0.017 -0.032 -0.067 -0.31
F 4.349181 0.255261 5.267551 0.002 -0.050 -0.065 -0.30
H 1.339058 2.191899 0.835305 0.113 0.265 0.047 0.23
H 2.054251 2.856706 2.343870 0.196 0.049 -0.113 0.22
H 0.852735 1.560989 2.366701 0.134 0.036 0.184 0.21
H 3.499412 1.271378 0.906599 0.373 0.003 0.315 0.21
H 2.397583 -0.006292 1.238841 -0.064 -0.212 0.424 0.19
C 1.316134 -1.400243 -7.039197 -0.131 -0.300 1.020 -0.64
C 0.267776 -1.591149 -8.097506 0.490 -0.402 -0.840 -0.08
O -0.662853 -0.499285 -8.130036 -0.698 -0.376 0.445 -0.47
C -0.254949 0.622412 -8.663223 0.537 0.407 -0.476 0.69
O 0.802902 0.844502 -9.180798 -0.115 -0.091 0.023 -0.55
C -1.306146 1.733863 -8.493996 0.318 0.034 0.977 0.90
F -1.140857 2.233331 -7.232518 -0.198 -0.135 -0.505 -0.33
F -1.105625 2.707615 -9.352209 0.059 0.339 -0.295 -0.29
F -2.554709 1.308254 -8.607574 -0.273 -0.150 -0.010 -0.30
H 0.857122 -1.438169 -6.044526 -0.121 0.085 -0.117 0.21
H 1.850548 -0.456608 -7.093109 0.098 -0.023 -0.360 0.23
H 2.014473 -2.238327 -7.036805 0.118 0.119 -0.276 0.23
H -0.314749 -2.497067 -7.947286 -0.230 0.196 0.318 0.20
H 0.694860 -1.709702 -9.098419 0.140 0.292 0.127 0.20
```
Positions in Å, forces in eV/Å.

Output
Kohn-Sham gap, eV: 9.0
SMILES: CCOC(=O)C(F)(F)F.CCOC(=O)C(F)(F)F.c1cc[nH]c1.c1ccccc1.c1ccccc1
Net charge: 0

No. 5
The following is a DFT calculation (wB97M-V/def2-TZVPD) of one molecule with the formula C5H7NO.

The geometry in XYZ format:
```
14
Properties=species:S:1:pos:R:3:forces:R:3:nbo_charge:R:1
N -1.185320 -1.938282 -0.499624 0.313 0.213 0.073 -0.62
C -0.388834 -0.958109 -0.480986 -0.315 -0.167 -0.061 0.51
O 0.818819 -1.008956 0.198366 -0.113 0.168 -0.017 -0.52
C 0.986852 -0.134055 1.245419 0.098 0.005 0.309 0.14
C 0.040638 0.526348 1.900838 0.008 -0.027 -0.230 -0.51
C 0.262937 1.105556 -1.699359 -0.129 -0.176 0.012 -0.33
C -0.671029 0.258917 -1.275635 0.157 0.129 -0.054 -0.28
H -0.811308 -2.697903 0.070907 -0.067 0.035 0.006 0.35
H 2.035176 -0.092289 1.526939 -0.143 0.070 -0.111 0.19
H -1.014145 0.438922 1.655597 0.168 0.036 -0.015 0.21
H 0.323870 1.212922 2.689765 -0.006 -0.196 -0.041 0.22
H 1.311968 0.965364 -1.452946 -0.155 0.031 0.026 0.20
H 0.008003 1.946985 -2.336360 0.018 -0.106 0.124 0.21
H -1.717627 0.374581 -1.542920 0.166 -0.016 -0.020 0.23
```
Positions in Å, forces in eV/Å.

Output
Kohn-Sham gap, eV: 10.2
SMILES: [H]/N=C(/C=C)OC=C
Net charge: 0

Copy entry 5 word for word.
The following is a DFT calculation (wB97M-V/def2-TZVPD) of one molecule with the formula C5H7NO.

The geometry in XYZ format:
```
14
Properties=species:S:1:pos:R:3:forces:R:3:nbo_charge:R:1
N -1.185320 -1.938282 -0.499624 0.313 0.213 0.073 -0.62
C -0.388834 -0.958109 -0.480986 -0.315 -0.167 -0.061 0.51
O 0.818819 -1.008956 0.198366 -0.113 0.168 -0.017 -0.52
C 0.986852 -0.134055 1.245419 0.098 0.005 0.309 0.14
C 0.040638 0.526348 1.900838 0.008 -0.027 -0.230 -0.51
C 0.262937 1.105556 -1.699359 -0.129 -0.176 0.012 -0.33
C -0.671029 0.258917 -1.275635 0.157 0.129 -0.054 -0.28
H -0.811308 -2.697903 0.070907 -0.067 0.035 0.006 0.35
H 2.035176 -0.092289 1.526939 -0.143 0.070 -0.111 0.19
H -1.014145 0.438922 1.655597 0.168 0.036 -0.015 0.21
H 0.323870 1.212922 2.689765 -0.006 -0.196 -0.041 0.22
H 1.311968 0.965364 -1.452946 -0.155 0.031 0.026 0.20
H 0.008003 1.946985 -2.336360 0.018 -0.106 0.124 0.21
H -1.717627 0.374581 -1.542920 0.166 -0.016 -0.020 0.23
```
Positions in Å, forces in eV/Å.

Output
Kohn-Sham gap, eV: 10.2
SMILES: [H]/N=C(/C=C)OC=C
Net charge: 0